Entry 1:
ORCA calculation (ωB97M-V with the def2-TZVPD basis set) on C25H38IN4O4S2SiTl as an isolated structure.

Structure (XYZ):
```
76
Properties=species:S:1:pos:R:3:forces:R:3
Tl -0.69242 0.06903 -1.22173 0.141 0.211 -0.309
N -3.79632 3.15165 0.47709 -0.117 -0.001 0.208
C -2.66329 2.71371 -0.19819 0.079 0.137 -0.345
S -2.96831 2.09020 -1.78245 -0.004 -0.191 -0.172
N -1.54810 2.90088 0.42622 -0.147 0.261 0.750
N -0.40146 2.28837 -0.02082 0.024 0.047 -0.525
C 0.67356 2.91145 0.28412 -0.251 0.126 0.050
C 2.04751 2.49176 0.09332 0.302 -0.226 -0.111
C 3.01205 3.23513 0.78291 -0.112 -0.045 0.002
C 4.35464 2.91169 0.78918 0.166 0.117 0.067
C 4.76930 1.79421 0.06170 -0.072 0.044 -0.014
C 3.86200 1.06598 -0.66978 0.075 -0.080 0.029
C 2.46694 1.37546 -0.71386 0.077 0.139 -0.010
O 1.69158 0.69157 -1.46255 -0.130 -0.109 0.096
H -4.59170 3.30521 -0.11535 0.007 0.089 -0.041
H -3.64919 3.80516 1.23071 0.129 -0.025 -0.026
H 0.55434 3.87337 0.79642 -0.048 -0.092 0.081
H 2.67219 4.09217 1.35836 -0.024 -0.027 0.025
H 5.06355 3.50128 1.35860 -0.016 -0.006 0.005
H 5.81436 1.49761 0.07042 -0.004 0.008 -0.011
H 4.18900 0.20081 -1.23686 -0.068 0.005 -0.048
C 2.27642 1.80033 4.23160 -0.073 -0.181 0.040
C 2.10808 1.05825 5.55917 0.068 0.180 0.103
C 3.48499 0.61482 6.06045 -0.185 -0.078 -0.101
C 1.45400 1.98618 6.59533 0.019 -0.205 -0.075
O 1.32499 -0.12056 5.43437 0.160 0.224 0.129
Si -0.05374 -0.38554 4.51827 0.387 -0.123 -0.910
S 0.18034 -0.45068 2.49688 -0.063 0.328 0.572
O -0.47845 -1.90227 5.04277 -0.196 -0.250 0.358
C -0.97085 -2.38344 6.27042 -0.132 -0.100 0.187
C -2.49363 -2.52026 6.15814 0.141 0.071 -0.035
C -0.35505 -3.76919 6.49320 -0.015 0.157 -0.106
C -0.61606 -1.47811 7.45424 0.034 -0.032 -0.161
O -1.13721 0.70351 5.17380 0.023 -0.057 0.156
C -2.16616 1.50150 4.61516 -0.337 0.220 0.032
C -3.08005 0.68264 3.70548 0.149 -0.027 0.030
C -1.58110 2.67495 3.83380 0.064 -0.146 0.020
C -2.95916 2.04012 5.81361 0.103 -0.136 -0.099
H 3.00432 2.60933 4.33457 -0.010 0.025 0.051
H 1.32624 2.21571 3.89891 -0.041 0.042 -0.069
H 2.61056 1.11491 3.45433 0.009 0.007 -0.046
H 4.11437 1.48529 6.25824 0.041 -0.004 0.019
H 3.96158 -0.00821 5.30235 0.040 -0.002 0.003
H 3.37801 0.02781 6.97538 -0.001 0.018 0.019
H 1.93531 2.96723 6.61256 0.055 -0.015 0.013
H 1.50943 1.54014 7.59234 -0.004 0.003 0.010
H 0.40517 2.10083 6.33380 -0.073 0.101 0.016
H -2.73824 -3.09998 5.26698 -0.019 -0.021 0.000
H -2.94072 -1.53107 6.05462 -0.029 0.014 0.005
H -2.91026 -3.01440 7.04013 -0.033 0.011 0.018
H -0.60509 -4.41952 5.65363 0.007 -0.020 -0.009
H -0.73131 -4.21196 7.41893 0.011 -0.040 0.011
H 0.73076 -3.68196 6.54996 0.017 -0.005 0.003
H -1.06848 -0.49693 7.31436 0.007 0.042 0.060
H 0.46476 -1.34794 7.49695 0.021 0.018 0.060
H -0.97238 -1.91802 8.38962 -0.025 -0.006 0.009
H -2.48529 0.25848 2.89574 -0.029 -0.014 -0.050
H -3.85758 1.31651 3.27462 -0.030 0.003 -0.009
H -3.54213 -0.13625 4.26284 -0.035 0.009 0.018
H -1.12027 2.32678 2.91202 0.073 0.002 -0.054
H -0.83555 3.20061 4.43585 -0.019 0.007 0.054
H -2.37520 3.37494 3.56729 -0.008 0.043 -0.047
H -3.34429 1.20829 6.40809 -0.016 0.001 0.015
H -3.79656 2.65268 5.47344 -0.018 0.017 0.008
H -2.30638 2.64654 6.44552 -0.006 0.009 0.026
I -2.75829 -2.34243 0.48724 0.104 -0.269 0.156
C -0.78883 -3.12988 0.42936 -0.344 0.345 -0.023
C -0.58602 -4.48446 0.62764 0.224 -0.282 -0.048
C 0.72162 -4.94088 0.53376 -0.130 0.206 0.088
C 1.74092 -4.02392 0.30719 0.093 -0.118 -0.009
C 1.41624 -2.68635 0.16074 -0.068 0.080 -0.061
N 0.15645 -2.25872 0.19815 0.033 -0.473 -0.081
H -1.40804 -5.15414 0.83537 -0.035 0.042 -0.024
H 0.93895 -5.99564 0.64957 0.015 -0.004 0.032
H 2.77209 -4.34681 0.24720 0.012 0.039 0.015
H 2.15719 -1.91089 0.00058 0.056 -0.041 -0.020
```
Forces are in eV/Å.

Total charge ... -2
Kohn-Sham gap ... 0.1980 Ha
Highest occupied orbital energy ... -0.048 Eh
ΔE to the lowest compared entry with this formula, charge and spin ... 0.3159 eV
Total energy ... -83041.4373 eV

Just the Mulliken charges please, in e? Sure, here they are: number 1, Tl, carries 0.683; number 2, N, carries -0.408; number 3, C, carries 0.213; number 4, S, carries -0.595; number 5, N, carries -0.740; number 6, N, carries 0.554; number 7, C, carries -0.951; number 8, C, carries 0.926; number 9, C, carries -0.521; number 10, C, carries -0.629; number 11, C, carries -0.380; number 12, C, carries -0.394; number 13, C, carries 0.332; number 14, O, carries -0.881; number 15, H, carries 0.164; number 16, H, carries 0.215; number 17, H, carries 0.249; number 18, H, carries 0.204; number 19, H, carries 0.350; number 20, H, carries 0.334; number 21, H, carries 0.363; number 22, C, carries -1.596; number 23, C, carries 2.237; number 24, C, carries -2.048; number 25, C, carries -1.458; number 26, O, carries -0.347; number 27, Si, carries -1.391; number 28, S, carries 0.179; number 29, O, carries -0.660; number 30, C, carries 2.014; number 31, C, carries -1.470; number 32, C, carries -1.905; number 33, C, carries -1.413; number 34, O, carries 1.027; number 35, C, carries 1.634; number 36, C, carries -1.290; number 37, C, carries -1.037; number 38, C, carries -2.037; number 39, H, carries 0.585; number 40, H, carries 0.040; number 41, H, carries 0.316; number 42, H, carries 0.387; number 43, H, carries 0.419; number 44, H, carries 0.408; number 45, H, carries 0.374; number 46, H, carries 0.368; number 47, H, carries 0.058; number 48, H, carries 0.300; number 49, H, carries 0.079; number 50, H, carries 0.458; number 51, H, carries 0.359; number 52, H, carries 0.391; number 53, H, carries 0.407; number 54, H, carries 0.120; number 55, H, carries 0.247; number 56, H, carries 0.524; number 57, H, carries 0.100; number 58, H, carries 0.498; number 59, H, carries 0.250; number 60, H, carries -0.070; number 61, H, carries 0.293; number 62, H, carries 0.402; number 63, H, carries 0.351; number 64, H, carries 0.392; number 65, H, carries 0.388; number 66, I, carries 0.034; number 67, C, carries 0.076; number 68, C, carries -0.558; number 69, C, carries -0.242; number 70, C, carries -0.772; number 71, C, carries -0.078; number 72, N, carries 0.041; number 73, H, carries 0.390; number 74, H, carries 0.357; number 75, H, carries 0.400; number 76, H, carries 0.383

---

Entry 2:
ORCA calculation (ωB97M-V with the def2-TZVPD basis set) on a 9-piece molecular cluster, C15H27Cl12FO9 overall at a distorted geometry.

Structure (XYZ):
```
64
Properties=species:S:1:pos:R:3:forces:R:3
C -3.45938 -5.81253 -3.24049 -0.864 0.283 0.062
O -3.62699 -6.85714 -2.28042 3.896 1.257 -0.690
C -4.73914 -7.34126 -1.90380 -1.821 -1.034 0.089
O -5.81677 -7.03176 -2.34441 -0.528 -0.323 0.503
O -4.42241 -8.27847 -0.99243 0.537 0.206 -0.133
C -5.41554 -9.12271 -0.42782 -0.345 1.137 -0.612
H -3.56831 -6.19375 -4.25583 -0.046 -0.093 0.095
H -2.47083 -5.37046 -3.11618 -0.044 -0.396 0.197
H -4.20199 -5.03449 -3.06368 -0.077 -0.046 -0.107
H -4.91331 -9.58769 0.42051 -0.418 -0.163 -0.182
H -5.76751 -9.79666 -1.20885 -0.003 -0.349 0.348
H -6.22839 -8.45023 -0.15366 -0.291 -0.477 0.432
C 3.21593 -7.30784 3.46819 1.692 -0.577 -1.473
O 2.23037 -6.38744 3.79428 -1.970 1.526 -0.077
C 1.30319 -6.02500 2.87419 -0.784 0.067 -2.271
O 1.09876 -6.55544 1.77537 0.588 1.126 2.840
O 0.63377 -4.89440 3.31476 1.207 -1.124 0.339
C -0.45524 -4.40820 2.54851 -1.301 -0.196 -0.819
H 3.15379 -8.23818 4.03271 -0.230 0.221 0.016
H 4.19724 -6.84652 3.57918 -0.023 0.165 0.940
H 3.29622 -7.50100 2.39845 -0.903 -0.401 -0.111
H -0.96845 -3.54249 2.96714 0.907 0.126 0.882
H -1.27668 -5.12394 2.51577 0.298 -0.470 -0.250
H -0.22345 -4.08868 1.53249 0.521 -0.461 -0.020
C 3.73973 4.14846 -5.94594 0.402 0.234 -0.183
C 4.13132 4.96872 -7.16351 -0.264 -0.748 0.866
O 5.22222 5.71694 -6.66453 0.582 0.112 -2.382
C 5.30898 5.67981 -5.33903 2.017 2.102 2.939
O 6.12008 6.31324 -4.63750 -2.863 -2.348 -2.700
O 4.33530 4.89360 -4.88042 -0.464 -0.746 1.016
F 3.13331 5.79412 -7.51893 -0.696 1.137 -0.079
H 4.20459 3.16492 -6.01413 -0.066 -0.076 0.220
H 2.65768 4.06644 -5.84320 0.180 0.130 0.227
H 4.26300 4.35161 -8.05229 1.166 0.206 0.082
C -7.49205 1.44399 -1.62574 0.216 1.524 -0.431
Cl -6.90702 0.19213 -0.61232 0.483 -0.831 0.784
Cl -8.12192 0.81740 -3.14391 -0.439 0.033 -0.124
H -8.19560 2.05589 -1.06122 -0.420 -0.409 -0.345
H -6.69214 2.12910 -1.90661 0.166 -0.317 0.118
C -4.92368 5.25541 6.57277 -0.185 -0.817 -2.030
Cl -6.67648 5.32487 6.70498 -0.352 0.390 0.683
Cl -4.19448 6.73763 5.92345 0.061 0.232 0.788
H -4.44917 4.79332 7.43845 -0.048 0.645 -0.023
H -4.85151 4.62884 5.68378 0.525 -0.451 0.580
C 8.62909 0.16712 -0.11494 1.047 0.459 -0.134
Cl 9.75779 1.57266 0.03110 -0.058 -0.488 -0.404
Cl 7.13402 0.63488 0.62874 -0.688 -0.320 0.298
H 8.45393 -0.08301 -1.16129 0.138 0.262 0.156
H 9.13900 -0.65272 0.39098 -0.440 0.085 0.086
C 3.21311 3.97423 7.49671 0.187 0.072 0.277
Cl 2.61849 4.30690 5.88420 -0.468 0.648 -0.242
Cl 3.87684 2.36430 7.45491 0.532 -0.866 0.441
H 4.00901 4.67373 7.75235 -0.206 -0.055 -0.113
H 2.42780 3.98181 8.25257 -0.048 0.200 -0.366
C -0.56387 9.28911 -2.00436 0.465 0.446 -0.303
Cl 0.95073 8.75549 -1.16196 -1.136 0.195 -0.253
Cl -0.98612 8.21767 -3.36629 0.116 0.272 0.418
H -1.44234 9.40993 -1.37049 0.419 -0.619 0.345
H -0.34884 10.28620 -2.38865 0.137 -0.303 -0.208
C 0.34317 2.09663 -0.02449 -0.316 0.444 0.348
Cl -1.20926 2.85972 0.45606 0.526 0.074 0.178
Cl 0.02867 1.09898 -1.42091 0.262 -0.495 -0.383
H 1.07138 2.86040 -0.29738 -0.296 -0.009 0.091
H 0.71008 1.50580 0.81479 -0.172 -0.006 -0.233
```
Forces are in eV/Å.

Kohn-Sham gap ... 0.3943 Ha
SMILES string ... O=C1OC[C@@H](F)O1.COC(=O)OC.COC(=O)OC.ClCCl.ClCCl.ClCCl.ClCCl.ClCCl.ClCCl
Highest occupied orbital energy ... -0.390 Eh
ΔE to the lowest compared entry with this formula, charge and spin ... 2.2797 eV
Total energy ... -187404.7982 eV

Just the Mulliken charges please, in e? Sure, here they are: number 1, C, carries -0.637; number 2, O, carries -0.290; number 3, C, carries 0.794; number 4, O, carries -0.571; number 5, O, carries -0.290; number 6, C, carries -0.614; number 7, H, carries 0.279; number 8, H, carries 0.225; number 9, H, carries 0.317; number 10, H, carries 0.195; number 11, H, carries 0.277; number 12, H, carries 0.313; number 13, C, carries -0.691; number 14, O, carries -0.289; number 15, C, carries 0.768; number 16, O, carries -0.564; number 17, O, carries -0.281; number 18, C, carries -0.653; number 19, H, carries 0.258; number 20, H, carries 0.278; number 21, H, carries 0.337; number 22, H, carries 0.266; number 23, H, carries 0.288; number 24, H, carries 0.285; number 25, C, carries -0.387; number 26, C, carries 0.310; number 27, O, carries -0.306; number 28, C, carries 0.680; number 29, O, carries -0.565; number 30, O, carries -0.308; number 31, F, carries -0.280; number 32, H, carries 0.284; number 33, H, carries 0.296; number 34, H, carries 0.276; number 35, C, carries -0.222; number 36, Cl, carries -0.134; number 37, Cl, carries -0.148; number 38, H, carries 0.266; number 39, H, carries 0.239; number 40, C, carries -0.209; number 41, Cl, carries -0.145; number 42, Cl, carries -0.147; number 43, H, carries 0.308; number 44, H, carries 0.192; number 45, C, carries -0.224; number 46, Cl, carries -0.158; number 47, Cl, carries -0.121; number 48, H, carries 0.253; number 49, H, carries 0.250; number 50, C, carries -0.216; number 51, Cl, carries -0.133; number 52, Cl, carries -0.144; number 53, H, carries 0.244; number 54, H, carries 0.249; number 55, C, carries -0.239; number 56, Cl, carries -0.146; number 57, Cl, carries -0.144; number 58, H, carries 0.281; number 59, H, carries 0.248; number 60, C, carries -0.204; number 61, Cl, carries -0.152; number 62, Cl, carries -0.145; number 63, H, carries 0.246; number 64, H, carries 0.254